DFT (the ωB97M-V functional and the def2-TZVPD basis) results for a cluster of 9 separate species, C17H50N10O13 in total at a distorted geometry.

```
! RIJCOSX wB97M-V def2-TZVPD def2/J DEFGRID3
* xyz -2 1
N -1.857 3.479 -1.630
H -1.340 2.606 -1.933
H -1.163 3.958 -1.038
H -2.683 3.128 -1.069
H -2.066 4.102 -2.395
N -0.473 0.838 0.858
H 0.048 1.234 0.039
H 0.056 0.088 1.316
H -1.469 0.670 0.615
H -0.405 1.606 1.519
C -4.108 1.213 -0.186
O -5.226 0.763 -0.631
O -3.940 2.494 -0.387
O -3.275 0.547 0.527
C 0.821 1.449 -2.414
O 1.136 1.662 -1.147
O 1.549 0.728 -3.161
O -0.409 1.587 -2.761
C -1.595 -1.804 -2.155
O -0.993 -1.817 -3.420
C -0.502 -3.069 -3.835
C -0.217 -2.949 -5.335
N 0.718 -1.845 -5.580
C 1.990 -2.177 -4.907
C 3.152 -1.408 -5.609
O 3.076 -1.662 -7.021
C 3.931 -0.788 -7.742
H -1.035 -2.410 -1.424
H -2.557 -2.326 -2.193
H -1.575 -0.854 -1.625
H -1.350 -3.755 -3.688
H 0.285 -3.467 -3.185
H -1.108 -2.762 -5.933
H 0.239 -3.906 -5.633
H 1.161 -1.914 -6.495
H 2.266 -3.242 -4.946
H 1.959 -1.899 -3.852
H 4.128 -1.708 -5.212
H 3.086 -0.332 -5.431
H 4.131 0.189 -7.297
H 3.457 -0.684 -8.718
H 4.934 -1.215 -7.857
C -0.112 -3.732 3.670
O -0.429 -2.459 4.199
C -0.156 -2.345 5.564
C -0.641 -0.932 5.881
N 0.262 0.100 5.412
C -0.180 1.491 5.729
C -1.349 1.941 4.851
O -0.901 2.037 3.465
C -1.921 2.827 2.841
H -0.428 -3.799 2.626
H -0.803 -4.494 4.050
H 0.930 -4.054 3.688
H 0.914 -2.432 5.789
H -0.693 -3.143 6.091
H -0.778 -0.907 6.969
H -1.676 -0.932 5.518
H 0.285 0.041 4.396
H 0.700 2.108 5.553
H -0.507 1.395 6.766
H -1.586 2.939 5.225
H -2.182 1.244 4.937
H -2.283 3.718 3.362
H -2.778 2.181 2.627
H -1.720 3.257 1.856
C -2.670 -2.902 1.102
O -2.356 -4.092 1.001
N -1.952 -1.954 1.742
N -3.766 -2.348 0.557
H -1.214 -2.064 2.403
H -2.406 -1.048 1.692
H -4.513 -2.941 0.249
H -3.935 -1.351 0.659
C 2.550 -0.473 2.206
O 1.348 -0.604 2.066
N 3.443 -0.108 1.233
N 3.226 -0.776 3.351
H 3.020 0.390 0.455
H 4.431 -0.209 1.316
H 2.830 -0.812 4.277
H 4.224 -0.701 3.335
C 1.150 5.060 -0.512
O 0.094 4.642 -0.010
N 2.139 4.207 -0.841
N 1.551 6.349 -0.601
H 1.754 3.243 -0.920
H 2.937 4.465 -1.390
H 2.425 6.502 -1.062
H 0.947 7.127 -0.402
*
```

Calculated values
Molecular weight: 602.6 Da
HOMO-LUMO gap: 0.1646 Ha
Largest force on an atom: 4.4 eV Å⁻¹